# 1
Formula: C14H18I2IrN3
Source: OMol25
Level of theory: ωB97M-V/def2-TZVPD

Geometry as XYZ:
```
38
Properties=species:S:1:pos:R:3:forces:R:3:lowdin_charge:R:1
Ir -0.973 0.888 -0.734 -0.78 -1.99 1.33 1.014
N -2.688 -0.057 -1.643 0.32 0.56 -0.05 -0.107
C -3.396 -0.953 -0.713 -0.15 -0.27 0.45 -0.203
C -3.503 -0.258 0.625 -0.38 -0.09 -0.34 -0.210
N -2.140 0.042 1.110 1.16 0.90 -1.74 0.035
H -3.310 0.718 -1.878 -0.03 -0.06 -0.13 0.053
H -2.518 -0.553 -2.516 0.16 0.10 0.00 0.110
H -2.819 -1.873 -0.613 0.01 0.01 -0.06 0.122
H -4.390 -1.212 -1.080 0.04 0.03 -0.07 0.144
H -4.051 -0.893 1.324 0.14 0.08 0.13 0.145
H -4.043 0.684 0.521 0.01 0.00 0.07 0.103
H -1.701 -0.813 1.449 0.36 0.09 -0.14 0.128
H -2.179 0.704 1.881 0.19 0.07 -0.03 0.121
N 0.659 2.001 0.000 -0.76 0.16 0.02 -0.068
C 1.960 1.501 0.422 0.50 -0.75 0.30 -0.228
C 2.920 2.436 0.777 -0.04 0.24 -0.03 -0.018
C 4.185 2.039 1.169 -0.01 -0.08 -0.03 -0.036
C 4.503 0.689 1.161 -0.04 0.08 0.06 -0.030
C 3.543 -0.241 0.820 -0.24 0.07 -0.07 -0.002
C 2.230 0.130 0.484 0.03 0.49 0.20 -0.120
C 1.276 -0.930 0.114 -0.37 -0.12 -0.14 -0.180
C 1.525 -2.237 0.572 0.05 0.19 -0.28 -0.025
C 0.958 -3.339 -0.032 -0.19 -0.05 -0.17 -0.037
C 0.140 -3.162 -1.143 0.29 -0.18 0.08 -0.056
C -0.223 -1.882 -1.518 -0.47 0.37 0.08 -0.130
C 0.214 -0.760 -0.806 0.15 -0.45 0.42 -0.214
H 0.820 2.683 -0.748 0.05 0.08 0.12 0.108
H 0.262 2.545 0.767 0.15 0.17 -0.07 0.089
H 2.686 3.494 0.749 -0.06 0.03 -0.01 0.126
H 4.921 2.775 1.461 0.00 0.05 -0.04 0.123
H 5.500 0.360 1.417 0.03 0.00 0.00 0.125
H 3.822 -1.282 0.766 0.02 -0.04 0.05 0.119
H 2.201 -2.380 1.402 0.11 0.01 -0.04 0.123
H 1.195 -4.334 0.319 -0.05 -0.01 0.06 0.124
H -0.236 -4.016 -1.689 0.03 0.00 -0.09 0.122
H -0.866 -1.766 -2.381 -0.14 -0.03 0.07 0.094
I -2.475 3.357 -0.708 -0.99 1.92 -0.11 0.199
I -4.009 5.896 -1.107 0.90 -1.57 0.20 0.335
```
Positions in Å, forces in eV/Å.

Output
- multiplicity = 1
- E_LUMO (alpha / beta) (eV) = -9.7 / -9.7
- maximum force (eV Å⁻¹) = 2.51
- energy relative to the best compared isomer or geometry (same formula, charge and spin) (eV) = 2.338
- net charge = +2
- gap between HOMO and LUMO (alpha / beta) (Ha) = 0.1643 / 0.1634

---

# 2
Formula: C3H3BrO2
Source: OMol25
Level of theory: ωB97M-V/def2-TZVPD

Geometry as XYZ:
```
9
Properties=species:S:1:pos:R:3:forces:R:3:lowdin_charge:R:1
C 0.176 1.666 0.134 2.00 1.92 3.27 -0.268
C 2.193 2.097 0.396 -2.97 -0.78 -0.60 -0.658
C -0.003 0.822 -1.006 2.39 -1.43 0.74 -0.036
O -0.457 2.062 1.053 0.64 -0.54 -1.77 0.152
O 2.516 3.128 0.807 0.54 0.31 0.23 0.033
Br 3.458 0.581 -0.044 -0.06 0.14 0.00 0.503
H -0.858 0.916 -1.509 -4.28 0.37 -1.09 0.048
H 0.085 -0.203 -0.581 0.33 0.44 -0.77 0.136
H 0.654 1.088 -1.807 1.42 -0.42 -0.01 0.090
```
Positions in Å, forces in eV/Å.

Output
- multiplicity = 1
- E_LUMO (eV) = 0.0
- maximum force (eV Å⁻¹) = 4.43
- energy relative to the best compared isomer or geometry (same formula, charge and spin) (eV) = 1.269
- gap between HOMO and LUMO (Ha) = 0.3295

---

# 3
Formula: C10H46N2O12
Source: OMol25
Level of theory: ωB97M-V/def2-TZVPD

Geometry as XYZ:
```
70
Properties=species:S:1:pos:R:3:forces:R:3:lowdin_charge:R:1
C 4.300 12.045 -10.473 -0.28 -0.13 -0.03 -0.108
O 3.949 12.020 -9.114 0.01 0.23 0.20 -0.181
C 4.860 11.243 -8.370 -0.12 -0.07 0.13 -0.222
C 4.542 11.329 -6.897 -0.21 -0.31 0.45 -0.413
C 5.495 10.421 -6.129 -0.01 -0.32 -0.38 -0.049
N 3.164 10.819 -6.717 0.15 0.27 0.15 0.033
H 4.321 11.017 -10.859 0.18 0.06 -0.17 0.079
H 5.269 12.531 -10.623 0.07 -0.10 -0.07 0.091
H 3.535 12.605 -11.006 -0.01 0.05 0.00 0.089
H 4.746 10.180 -8.636 0.19 0.08 -0.19 0.122
H 5.889 11.568 -8.572 0.00 -0.05 0.03 0.133
H 4.619 12.351 -6.507 0.11 0.08 -0.29 0.141
H 5.233 10.361 -5.075 0.07 0.09 0.06 0.084
H 6.534 10.735 -6.237 -0.04 0.18 0.14 0.081
H 5.434 9.410 -6.544 -0.03 -0.01 0.15 0.066
H 2.525 11.457 -7.183 -0.02 -0.15 -0.03 0.089
H 2.927 10.840 -5.729 -0.01 0.02 -0.05 0.095
C 6.559 0.173 -10.315 -0.12 -0.04 0.01 -0.094
O 7.085 1.335 -10.928 0.11 -0.23 0.29 -0.189
C 6.502 1.639 -12.166 0.15 0.46 0.05 -0.224
C 7.017 3.009 -12.599 -0.59 -0.17 -0.95 -0.399
C 6.760 4.044 -11.531 0.61 0.74 0.38 -0.061
N 6.271 3.402 -13.848 0.78 -0.29 0.41 0.026
H 5.489 0.070 -10.529 0.05 0.04 0.09 0.088
H 6.695 0.271 -9.239 -0.01 0.05 -0.04 0.090
H 7.063 -0.747 -10.638 0.04 0.15 -0.16 0.086
H 6.777 0.884 -12.914 -0.23 -0.06 -0.08 0.130
H 5.412 1.725 -12.061 -0.02 -0.25 -0.14 0.132
H 8.075 2.917 -12.868 0.09 0.12 0.48 0.138
H 7.409 3.883 -10.668 -0.16 -0.20 0.00 0.087
H 5.726 4.074 -11.182 -0.06 -0.31 -0.10 0.079
H 6.996 5.061 -11.873 -0.03 -0.16 -0.25 0.070
H 6.453 2.690 -14.557 -0.26 0.00 0.12 0.086
H 6.763 4.216 -14.213 -0.31 0.10 0.02 0.086
C 5.070 7.162 -10.534 -0.53 0.78 -1.07 -0.097
O 3.939 6.694 -11.289 -0.01 -0.26 0.29 -0.159
H 5.607 6.297 -10.167 0.02 0.01 0.20 0.071
H 5.677 7.752 -11.228 0.39 -0.16 0.25 0.076
H 4.744 7.839 -9.744 0.06 -0.28 0.30 0.068
H 3.509 7.444 -11.728 0.06 0.00 0.01 0.054
C 8.550 8.079 -12.059 0.12 0.59 -0.66 -0.162
O 8.782 9.485 -11.947 -0.02 -0.16 0.15 -0.123
H 9.450 7.564 -12.403 0.05 -0.15 0.37 0.081
H 8.146 7.682 -11.130 0.01 -0.28 -0.04 0.047
H 7.831 7.967 -12.871 -0.20 -0.08 0.21 0.079
H 9.349 9.628 -11.185 0.04 0.08 -0.07 0.067
O 3.663 4.493 -13.205 0.08 0.02 0.35 -0.087
H 4.498 3.992 -13.329 -0.20 0.23 -0.30 -0.001
H 3.874 5.175 -12.546 0.04 -0.13 -0.03 -0.002
O 2.865 8.829 -12.978 0.13 0.32 0.22 -0.034
H 2.100 9.353 -12.710 0.01 -0.09 -0.05 0.080
H 3.504 9.465 -13.321 -0.04 -0.06 0.00 0.075
O 3.015 7.995 -7.261 -0.01 0.11 -0.09 -0.072
H 3.065 8.953 -7.045 -0.12 -0.03 -0.16 -0.001
H 2.204 7.880 -7.766 0.03 -0.07 0.05 0.052
O 5.461 6.629 -7.223 -0.01 0.05 -0.37 -0.081
H 6.036 7.214 -7.736 -0.10 -0.04 0.32 -0.030
H 4.561 6.981 -7.363 0.12 -0.12 0.25 -0.004
O 2.201 6.586 -14.655 0.16 0.16 0.24 -0.082
H 2.652 5.874 -14.171 -0.03 -0.16 -0.28 -0.012
H 2.484 7.392 -14.198 -0.18 -0.23 -0.18 -0.024
O 7.522 8.175 -8.412 0.30 0.03 -0.36 -0.044
H 8.047 7.441 -8.756 -0.04 0.00 0.12 0.056
H 8.154 8.891 -8.291 -0.10 0.01 0.10 0.057
O 4.203 3.904 -7.695 0.00 -0.15 -0.36 -0.089
H 3.608 4.037 -8.456 0.14 0.01 0.28 -0.017
H 4.922 4.534 -7.834 -0.13 0.14 0.26 -0.010
O 2.513 4.690 -9.839 -0.03 0.06 -0.17 -0.056
H 2.997 5.402 -10.293 -0.15 -0.04 -0.02 0.008
H 2.157 4.148 -10.552 0.07 0.01 0.02 0.054
```
Positions in Å, forces in eV/Å.

Output
- multiplicity = 1
- E_LUMO (eV) = -0.2
- SMILES string = COC[C@H](C)N.COC[C@H](C)N.CO.CO.O.O.O.O.O.O.O.O
- maximum force (eV Å⁻¹) = 1.43
- energy relative to the best compared isomer or geometry (same formula, charge and spin) (eV) = 0.000
- gap between HOMO and LUMO (Ha) = 0.3455

---

# 4
Formula: C5H12NS
Source: OMol25
Level of theory: ωB97M-V/def2-TZVPD

Geometry as XYZ:
```
19
Properties=species:S:1:pos:R:3:forces:R:3:lowdin_charge:R:1
C -1.230 -1.223 1.342 -1.17 1.23 0.01 -0.127
C 0.165 -0.869 1.814 0.42 0.00 -0.12 -0.271
C 1.185 -0.343 0.812 0.28 0.71 -0.22 -0.271
N 0.737 0.755 -0.038 -0.31 0.14 0.62 -0.101
C 0.390 0.374 -1.388 -1.18 -0.40 -1.67 -0.358
C -0.095 1.602 -2.263 0.72 -0.62 1.05 -0.784
S -1.758 1.431 -2.983 0.21 -0.04 0.08 0.035
H -1.792 -0.279 1.192 0.25 -0.29 -0.06 0.075
H -1.412 -1.742 0.401 0.57 -0.43 0.18 0.071
H -1.758 -1.679 2.185 -0.03 -0.38 -0.27 0.060
H -0.006 -0.067 2.560 0.42 -0.55 0.04 0.107
H 0.660 -1.738 2.259 -0.21 0.11 0.45 0.094
H 2.068 -0.001 1.388 -0.27 -0.17 -0.05 0.099
H 1.564 -1.114 0.145 -0.12 -0.38 0.03 0.100
H -0.079 1.185 0.388 0.07 0.13 -0.05 0.096
H -0.498 -0.283 -1.541 0.49 -0.21 0.80 0.046
H 1.258 -0.179 -1.771 -0.01 0.28 -0.35 0.092
H -0.065 2.365 -1.479 -0.04 0.61 -0.57 0.019
H 0.667 1.802 -3.024 -0.09 0.25 0.09 0.019
```
Positions in Å, forces in eV/Å.

Output
- multiplicity = 1
- E_LUMO (eV) = 3.5
- SMILES string = CCCNCC[S-]
- maximum force (eV Å⁻¹) = 2.09
- energy relative to the best compared isomer or geometry (same formula, charge and spin) (eV) = 0.843
- net charge = -1
- gap between HOMO and LUMO (Ha) = 0.2129

---

# 5
Formula: C7H8O2Si
Source: OMol25
Level of theory: ωB97M-V/def2-TZVPD

Geometry as XYZ:
```
18
Properties=species:S:1:pos:R:3:forces:R:3:lowdin_charge:R:1
C 1.298 3.463 1.274 -0.24 -1.20 -0.73 0.163
C -1.469 1.372 -1.571 -0.99 0.42 -1.16 0.134
C 1.093 2.532 0.529 0.40 0.79 0.03 -0.113
C -0.375 1.526 -1.108 0.76 0.25 0.56 -0.151
C 0.105 -0.300 1.026 1.83 0.46 2.12 -0.296
C 2.030 1.004 -1.293 1.26 1.26 0.60 -0.047
C 0.903 1.603 -0.511 -1.41 -1.99 1.03 -0.339
O 0.733 -0.486 2.057 -1.85 0.19 -2.59 0.073
O -1.103 -0.638 0.657 1.07 0.05 0.00 -0.241
Si -2.408 -1.318 1.427 -0.48 0.28 1.67 0.641
H 1.459 4.252 1.937 0.13 0.61 0.59 0.019
H -2.335 1.465 -2.200 0.15 -0.24 0.42 0.041
H 1.623 0.618 -2.228 0.44 -0.67 0.35 0.086
H 2.876 0.458 -0.733 -1.77 0.43 -0.86 0.123
H 2.465 1.973 -1.551 0.89 -0.12 -0.65 0.083
H -2.975 -2.118 0.370 -0.46 -0.23 -0.24 -0.056
H -2.154 -2.044 2.695 0.46 -0.40 -0.45 -0.062
H -3.199 -0.232 2.054 -0.20 0.10 -0.71 -0.056
```
Positions in Å, forces in eV/Å.

Output
- multiplicity = 1
- E_LUMO (alpha / beta) (eV) = -0.3 / -0.7
- maximum force (eV Å⁻¹) = 3.19
- energy relative to the best compared isomer or geometry (same formula, charge and spin) (eV) = 7.924
- gap between HOMO and LUMO (alpha / beta) (Ha) = 0.2701 / 0.2814